Density functional theory data (ωB97M-V/def2-TZVPD) for a 7-piece molecular cluster, C22H63N5O7 overall in a non-equilibrium geometry.

SMILES: COC[C@H](C)N.COC[C@H](C)N.COC[C@H](C)N.COC[C@H](C)N.COC[C@H](C)N.CO.CO
DFT total energy (eV): -45613.6400
Maximum force (eV Å⁻¹): 3.2
Frontier orbital gap (eV): 9.290
ΔE to the lowest compared entry with this formula, charge and spin (kcal/mol): 39.0
HOMO (eV): -8.88
Net charge: 0

The geometry in XYZ format:
```
97
Properties=species:S:1:pos:R:3:forces:R:3:mulliken_charge:R:1
C 10.498 8.261 9.143 0.4 -0.3 -1.3 -0.699
O 9.173 8.108 8.677 -0.2 0.9 1.2 -0.489
C 8.374 9.249 9.051 0.5 -0.1 -0.2 1.178
C 7.011 8.957 8.503 0.1 -2.4 -0.3 0.347
C 6.068 10.093 8.602 -0.1 1.1 -1.0 -0.795
N 6.423 7.813 9.233 -0.8 0.5 1.2 -0.819
H 10.646 8.478 10.205 -0.4 0.0 0.0 0.246
H 10.951 9.029 8.520 0.3 0.5 0.3 0.250
H 11.039 7.359 8.857 -0.1 -0.2 0.3 0.335
H 8.314 9.353 10.160 0.3 0.0 -0.7 -0.107
H 8.774 10.207 8.649 0.1 -0.6 0.1 -0.599
H 7.134 8.600 7.433 -0.2 0.6 1.1 0.401
H 6.372 10.782 7.804 -0.3 0.4 0.3 0.100
H 6.122 10.615 9.558 0.0 0.0 0.1 -0.151
H 5.048 9.780 8.388 0.0 -0.1 0.2 0.437
H 7.012 7.014 9.318 0.8 -0.6 -0.7 0.382
H 6.350 8.068 10.235 -0.4 0.1 -0.7 0.084
C 7.556 18.715 13.997 0.6 -0.5 -0.2 -0.644
O 8.681 19.570 13.930 -0.4 -0.3 0.2 -0.297
C 8.792 20.306 12.719 -0.7 0.6 1.8 -0.564
C 10.129 20.975 12.817 0.3 -0.6 -1.2 0.761
C 10.071 22.068 13.859 0.5 1.0 -1.4 -1.370
N 10.498 21.473 11.453 -0.3 0.8 1.8 -0.540
H 6.593 19.186 13.859 -0.3 0.8 0.3 0.331
H 7.585 18.185 14.966 0.0 0.2 -0.7 0.232
H 7.612 18.033 13.146 0.1 -0.6 0.2 0.175
H 8.686 19.688 11.858 -0.1 -0.8 -0.9 0.269
H 7.990 21.057 12.745 0.0 0.0 -0.5 0.290
H 10.782 20.179 13.233 0.2 0.3 -0.5 -0.033
H 9.297 22.812 13.566 0.4 -0.4 0.5 0.329
H 11.050 22.545 13.798 0.0 0.4 0.3 0.407
H 9.955 21.675 14.852 -0.3 -0.1 0.3 0.292
H 11.310 22.081 11.415 -0.2 -0.5 0.0 0.204
H 10.383 20.877 10.657 0.2 -0.4 0.1 0.147
C 7.166 13.968 9.103 0.0 -1.3 -0.5 -0.781
O 8.000 13.001 8.380 -1.4 0.8 1.0 0.251
C 7.957 13.312 6.995 -0.2 0.6 0.6 -1.085
C 8.807 12.375 6.201 0.0 -0.2 -1.4 0.861
C 10.297 12.469 6.576 -1.7 -1.5 0.5 -0.925
N 8.602 12.710 4.742 -0.5 -1.4 0.7 -0.690
H 6.141 14.021 8.725 0.2 -0.1 -0.4 0.392
H 7.615 14.924 9.110 0.5 1.2 -0.5 0.139
H 7.088 13.696 10.132 0.1 -0.7 0.7 0.168
H 6.909 13.210 6.611 0.6 0.5 0.4 0.249
H 8.377 14.344 6.956 -0.6 -0.3 -0.7 0.391
H 8.414 11.326 6.410 0.6 1.1 -0.6 -0.011
H 10.618 13.501 6.611 0.3 0.1 0.3 -0.021
H 10.852 11.889 5.860 0.4 0.0 -0.4 0.445
H 10.306 11.887 7.526 0.7 1.0 -0.2 0.183
H 8.786 13.683 4.520 -0.2 -0.1 0.2 0.248
H 7.650 12.419 4.453 0.9 0.6 0.1 0.269
C 11.564 18.333 6.034 -0.3 0.3 -0.2 -0.798
O 11.283 18.286 7.398 -0.3 -0.5 -0.1 -0.353
C 11.396 16.969 7.844 0.0 -1.1 2.2 -0.766
C 10.538 16.817 9.125 0.4 -2.5 -2.0 0.602
C 10.480 15.314 9.553 -0.9 1.9 -1.6 -1.295
N 9.207 17.115 8.685 0.1 1.0 -1.4 -0.562
H 12.541 17.895 5.786 -0.1 0.3 0.0 0.294
H 11.430 19.355 5.755 0.6 0.8 -0.4 0.287
H 10.771 17.829 5.517 -0.3 -0.8 -0.6 0.339
H 11.118 16.098 7.185 -0.2 1.3 -0.1 0.180
H 12.428 16.810 8.112 0.7 -0.3 0.1 0.405
H 10.879 17.431 9.927 0.6 0.6 0.7 0.354
H 9.789 15.360 10.349 -0.3 -0.7 1.5 0.295
H 11.412 14.872 9.712 1.5 -0.6 0.9 0.603
H 9.984 14.730 8.777 0.0 0.2 -0.2 -0.074
H 9.259 18.012 8.188 -0.5 -0.4 0.4 0.241
H 8.603 17.184 9.457 -1.1 0.3 1.0 0.196
C 7.579 6.905 12.875 -0.8 -1.7 -0.6 -0.568
O 6.441 7.684 12.831 -2.0 -0.3 -0.3 -0.451
C 6.717 9.034 12.698 1.2 0.4 -0.4 -0.320
C 5.441 9.883 12.670 0.8 0.4 -0.1 0.626
C 5.890 11.343 12.713 0.3 0.1 -0.4 -1.201
N 4.586 9.580 13.787 -0.4 1.5 0.9 -0.645
H 8.113 7.011 11.912 0.4 -0.1 0.5 0.123
H 7.207 5.836 12.970 0.8 1.2 0.0 0.218
H 8.129 7.213 13.750 0.9 -0.2 0.2 0.363
H 7.413 9.273 13.534 -0.5 0.6 0.0 0.798
H 7.349 9.181 11.788 -0.5 0.2 0.3 -0.428
H 4.880 9.755 11.716 0.4 -0.3 0.5 0.083
H 6.360 11.615 13.665 0.3 -0.3 -0.1 0.479
H 5.078 12.033 12.609 -0.8 0.2 -0.1 0.386
H 6.562 11.571 11.870 0.1 -0.2 0.4 -0.165
H 4.776 10.216 14.600 -0.2 -1.4 -1.0 0.264
H 4.573 8.601 14.005 0.1 -0.1 0.4 0.271
C 10.740 16.300 14.199 0.5 0.4 -0.6 -0.504
O 9.375 16.007 14.135 -0.3 0.5 -0.4 -0.403
H 10.868 17.204 13.630 0.2 0.8 0.3 0.078
H 11.103 16.361 15.217 0.1 0.4 0.3 0.326
H 11.361 15.594 13.668 0.1 -0.7 -0.2 0.285
H 9.308 15.139 14.478 -0.6 -1.4 0.5 0.232
C 9.349 12.618 11.798 1.2 -0.2 0.8 -0.942
O 8.868 11.868 10.727 -0.1 -0.1 -0.4 -0.256
H 8.924 13.617 11.962 -0.4 -0.3 -0.2 0.335
H 9.190 11.957 12.637 -0.5 0.2 0.7 0.376
H 10.451 12.746 11.844 -0.3 0.1 -0.7 0.286
H 8.806 12.372 9.908 0.2 0.1 -0.2 0.235
```
Forces are in eV/Å.

---

Density functional theory data (ωB97M-V/def2-TZVPD) for a 10-piece molecular cluster, C22H64O10 overall in a non-equilibrium geometry.

SMILES: CC(C)O.CC(C)O.CC(C)O.CC(C)O.CC(C)O.CC(C)O.CO.CO.CO.CO
DFT total energy (eV): -44316.0837
Maximum force (eV Å⁻¹): 12.8
Frontier orbital gap (eV): 9.421
ΔE to the lowest compared entry with this formula, charge and spin (kcal/mol): 219.1
HOMO (eV): -9.14
Net charge: 0

The geometry in XYZ format:
```
96
Properties=species:S:1:pos:R:3:forces:R:3:mulliken_charge:R:1
C 0.410 -1.660 2.892 0.1 -0.6 1.0 -1.035
C 1.893 -1.619 2.701 -2.0 -8.6 3.9 -0.184
C 2.443 -2.719 1.853 0.1 -1.5 2.2 -1.365
O 2.415 -0.529 2.442 2.3 11.1 -4.5 -0.448
H -0.242 -1.726 2.066 -0.2 0.0 -1.4 0.449
H 0.110 -0.801 3.437 -0.3 0.8 0.7 -0.024
H 0.183 -2.557 3.483 0.1 0.2 0.0 0.371
H 2.365 -1.729 3.662 -0.8 -2.1 1.8 0.674
H 3.499 -2.595 1.977 0.9 -0.2 -0.9 0.407
H 2.039 -2.727 0.902 -0.2 0.2 -2.3 0.344
H 2.231 -3.716 2.262 -0.1 0.2 0.1 0.386
H 3.364 -0.507 2.477 0.5 -0.1 0.0 0.397
C 0.325 -3.495 -3.303 -1.2 0.6 0.8 -2.032
C 0.539 -2.588 -2.134 -6.9 -0.6 -1.9 1.545
C -0.102 -3.178 -0.896 -0.2 -1.4 -1.2 -0.598
O 1.762 -2.325 -2.000 7.7 -0.6 -1.0 -0.755
H 0.685 -4.414 -2.952 1.1 -1.7 -0.6 0.522
H 0.545 -3.108 -4.269 1.2 0.1 -0.6 0.392
H -0.717 -3.612 -3.352 -1.7 -0.4 -0.2 0.486
H 0.020 -1.653 -2.370 -0.8 0.2 -0.1 -0.302
H -1.111 -3.487 -1.168 -0.2 0.3 0.6 0.483
H -0.001 -2.576 -0.042 -0.4 1.1 1.0 -0.548
H 0.429 -4.080 -0.630 0.3 -0.6 -0.1 0.451
H 1.732 -1.718 -1.321 1.2 2.6 2.7 -0.061
C 2.998 2.770 -0.038 -0.2 1.3 -1.6 -0.931
C 3.498 1.902 -1.150 -7.0 -2.1 0.6 2.115
C 2.739 2.193 -2.440 -1.0 -0.2 2.2 -2.050
O 4.726 2.097 -1.358 8.1 1.3 0.1 -0.584
H 1.968 2.928 -0.296 -0.6 0.0 0.6 -0.321
H 3.475 3.770 -0.212 -0.2 -0.8 0.7 0.326
H 3.101 2.376 0.937 0.3 -0.2 1.1 0.370
H 3.308 0.817 -0.998 -0.4 0.4 0.7 -0.837
H 3.070 1.493 -3.141 -0.3 -1.5 -1.3 0.782
H 3.057 3.104 -2.810 0.5 2.4 -0.6 0.592
H 1.680 2.256 -2.202 -0.2 -0.5 -0.7 -0.065
H 4.832 2.016 -2.277 1.3 -0.1 -1.8 0.455
C -2.518 -2.397 1.349 0.2 2.7 -1.7 -1.410
C -3.871 -2.122 0.758 5.0 6.3 -3.6 1.099
C -3.792 -2.192 -0.743 0.4 2.0 -1.8 -1.334
O -4.779 -2.885 1.089 -8.8 -7.2 4.3 -0.559
H -2.216 -3.382 1.257 0.7 -2.1 -1.1 0.763
H -2.524 -2.315 2.388 0.0 1.0 2.0 0.599
H -1.833 -1.645 0.791 -0.8 -1.5 1.4 -0.120
H -4.222 -1.102 1.028 1.1 0.5 0.0 -0.281
H -3.834 -3.172 -1.141 -0.4 -1.4 0.0 0.386
H -2.858 -1.842 -1.111 1.0 0.7 -0.4 -0.036
H -4.536 -1.576 -1.303 0.1 -0.5 0.7 0.420
H -5.667 -2.574 0.806 1.0 -0.5 0.3 0.412
C 0.607 2.238 2.777 0.5 1.6 0.6 -0.657
C -0.430 3.330 2.386 11.2 4.8 1.2 0.330
C 0.086 3.984 1.070 0.3 -1.6 0.5 -1.345
O -1.620 3.068 2.301 -12.3 -3.4 0.3 -0.502
H 1.016 1.747 1.938 0.2 -0.5 -1.4 -0.367
H 0.212 1.462 3.386 -0.4 -0.4 1.0 0.246
H 1.516 2.725 3.231 -1.0 -0.4 0.0 0.435
H -0.461 4.166 3.126 1.8 -0.2 0.1 0.525
H -0.437 4.858 0.843 -1.0 1.5 -0.2 0.575
H -0.133 3.270 0.271 0.2 0.0 -0.1 0.036
H 1.149 4.220 1.075 -0.1 -0.2 0.2 0.332
H -2.098 3.243 3.169 0.7 -0.8 -1.9 0.432
C -1.715 2.451 -2.641 -2.5 2.1 0.6 -1.329
C -1.758 1.167 -3.396 5.6 6.3 -5.4 0.828
C -0.311 0.826 -3.724 0.5 0.3 -0.4 -1.163
O -2.254 0.226 -2.794 -5.5 -8.4 6.6 -0.421
H -2.791 2.876 -2.557 1.6 -0.5 -0.2 0.184
H -1.134 3.128 -3.240 0.2 0.7 0.1 0.545
H -1.366 2.433 -1.582 0.1 -0.5 -1.0 0.321
H -2.218 1.267 -4.378 -0.6 0.6 -0.2 0.433
H -0.166 -0.015 -4.364 -0.3 -0.8 -0.6 0.353
H 0.167 0.559 -2.808 0.7 0.1 0.7 -0.090
H 0.181 1.657 -4.183 0.6 0.6 -0.2 0.576
H -2.088 0.336 -1.838 -0.4 -0.4 -0.4 -0.403
C 0.096 0.166 -0.185 -0.3 0.3 -0.3 2.744
O 1.364 -0.449 -0.171 0.1 -0.1 0.8 1.014
H -0.429 0.054 0.760 -0.1 -0.1 0.0 0.065
H -0.493 -0.257 -1.002 0.1 -0.1 0.4 -1.462
H 0.187 1.233 -0.386 0.1 0.1 0.0 -0.796
H 1.624 -0.560 0.768 0.3 0.5 -0.7 -0.714
C -3.940 1.562 -0.031 2.7 0.2 2.2 -1.161
O -2.517 1.441 0.197 -0.2 -1.1 -0.5 -0.038
H -4.466 1.720 0.878 -0.6 -0.6 1.2 0.434
H -4.207 0.700 -0.541 -0.9 -1.3 -1.1 0.306
H -4.065 2.462 -0.493 -0.8 2.2 -2.2 0.327
H -2.170 2.027 0.876 -0.4 0.4 0.4 0.047
C 4.944 -1.429 -0.491 0.3 -2.0 1.5 0.253
O 6.015 -1.567 -1.413 -1.0 0.5 -0.9 -0.558
H 5.214 -0.634 0.212 -0.2 -0.2 0.3 0.205
H 4.796 -2.467 0.025 0.2 2.0 -0.6 0.132
H 4.006 -1.173 -0.966 -0.2 0.0 -0.2 -0.378
H 5.597 -1.194 -2.207 0.9 -0.3 0.0 0.337
C -2.911 0.511 3.349 -1.7 -2.0 -0.7 -0.593
O -1.889 0.320 4.252 0.8 1.1 1.5 -0.582
H -3.467 1.426 3.512 0.3 0.4 0.0 0.352
H -3.678 -0.303 3.482 0.4 0.6 -0.2 0.424
H -2.515 0.389 2.348 -0.3 0.5 -0.5 0.083
H -1.671 -0.601 4.254 0.2 -0.7 0.1 0.339
```
Forces are in eV/Å.